#P
Below is the molecule C4H7NO, with properties calculated with ωB97M-V/def2-TZVPD.

Calculated values
SMILES string: C[C@@]1(C=O)CN1
HOMO level (eV): -10.16

The geometry in ORCA input format:
```
! wB97M-V def2-TZVPD RIJCOSX def2/J DEFGRID3
* xyz 0 1
C -0.80 -0.11 1.31
C -0.13 0.02 -0.02
C 0.43 1.38 -0.36
O 0.64 1.78 -1.48
C 0.75 -1.01 -0.57
N -0.66 -0.71 -1.13
H -1.71 0.49 1.33
H -1.07 -1.15 1.51
H -0.13 0.23 2.11
H 0.66 2.00 0.52
H 1.71 -0.69 -0.98
H 0.83 -2.03 -0.24
H -0.53 -0.19 -2.00
*
```

natural (NBO) atomic charge list, values in e, 5 entries: atom 1 (C): -0.60, atom 2 (C): -0.07, atom 3 (C): 0.44, atom 4 (O): -0.52, atom 5 (C): -0.26

#Q
Below is the molecule C4H7NO, with properties calculated with ωB97M-V/def2-TZVPD.

Calculated values
HOMO level (eV): -7.81

The geometry in ORCA input format:
```
! wB97M-V def2-TZVPD RIJCOSX def2/J DEFGRID3
* xyz 0 1
C -0.38 0.08 1.66
C -0.29 1.28 0.86
N 0.07 1.19 -0.39
C -0.19 0.01 -1.19
C 0.86 -1.05 -1.04
O 0.80 -2.13 -1.54
H -0.19 -0.88 1.21
H -1.27 -0.04 2.26
H 0.35 0.15 2.47
H -1.18 -0.39 -0.92
H 0.15 2.05 -0.90
H -0.26 0.32 -2.23
H 1.73 -0.78 -0.44
*
```

natural (NBO) atomic charge list, values in e, 5 entries: atom 1 (C): -0.77, atom 2 (C): 0.11, atom 3 (N): -0.56, atom 4 (C): -0.37, atom 5 (C): 0.43

#R
Below is the molecule C4H7NO, with properties calculated with ωB97M-V/def2-TZVPD.

Calculated values
SMILES string: CN1C[C@H]1C=O
HOMO level (eV): -9.61

The geometry in ORCA input format:
```
! wB97M-V def2-TZVPD RIJCOSX def2/J DEFGRID3
* xyz 0 1
C 1.71 0.35 -0.34
N 0.28 0.33 -0.57
C -0.57 1.01 0.38
C -0.51 -0.48 0.35
C -1.62 -1.26 -0.28
O -2.02 -2.32 0.16
H 2.06 1.39 -0.27
H 2.22 -0.12 -1.18
H 2.01 -0.17 0.58
H -0.10 1.49 1.24
H -1.42 1.55 -0.05
H 0.00 -0.97 1.18
H -2.04 -0.80 -1.19
*
```

natural (NBO) atomic charge list, values in e, 5 entries: atom 1 (C): -0.42, atom 2 (N): -0.39, atom 3 (C): -0.24, atom 4 (C): -0.20, atom 5 (C): 0.44

#S
Below is a structure of composition C4H7NO, with properties calculated with ωB97M-V/def2-TZVPD.

Calculated values
HOMO level (eV): -7.47

The geometry in ORCA input format:
```
! wB97M-V def2-TZVPD RIJCOSX def2/J DEFGRID3
* xyz 0 1
C -1.63 -0.52 -0.23
N -1.24 0.81 0.36
C -0.32 0.41 -0.61
C 0.92 -0.42 -0.35
C 2.01 0.27 0.34
O 1.09 -0.48 1.11
H -1.61 -1.31 0.53
H -2.51 -0.49 -0.87
H -0.79 0.61 1.25
H -0.44 0.81 -1.62
H -0.50 -1.01 -0.76
H 3.03 -0.13 0.29
H 1.98 1.35 0.53
*
```

natural (NBO) atomic charge list, values in e, 5 entries: atom 1 (C): -0.44, atom 2 (N): -0.55, atom 3 (C): 0.02, atom 4 (C): -0.23, atom 5 (C): -0.12

Which is less stable than every other structure shown? #S is.